{
  "formula": "C14H29F3GaIN3O5",
  "method": "ωB97M-V/def2-TZVPD",
  "symbols": ["O", "C", "I", "C", "Ga", "C", "C", "O", "C", "F", "F", "F", "H", "H", "H", "H", "H", "H", "H", "H", "C", "O", "N", "C", "C", "H", "H", "H", "H", "H", "H", "H", "C", "O", "N", "C", "C", "H", "H", "H", "H", "H", "H", "H", "C", "O", "N", "C", "C", "H", "H", "H", "H", "H", "H", "H"],
  "coordinates": [[-1.35, -0.85, 0.67], [-2.10, -0.71, -0.27], [-2.86, 1.32, -0.54], [-2.49, -1.78, -1.21], [-4.39, -1.71, -2.03], [-5.67, -1.26, -0.49], [-7.14, -1.47, -0.81], [-7.86, -1.96, 0.34], [-7.84, -0.16, -1.16], [-7.03, 0.72, -1.78], [-8.88, -0.38, -2.02], [-8.37, 0.44, -0.08], [-2.41, -2.70, -0.64], [-1.79, -1.75, -2.03], [-4.69, -3.17, -2.66], [-4.46, -0.64, -3.23], [-5.42, -1.90, 0.35], [-5.51, -0.23, -0.19], [-7.30, -2.16, -1.64], [-7.60, -2.87, 0.43], [-1.22, -0.23, -4.80], [-1.66, -0.18, -3.67], [-1.18, 0.82, -5.64], [-0.65, 0.72, -6.98], [-1.70, 2.09, -5.17], [-0.81, -1.16, -5.23], [0.20, 1.40, -7.11], [-1.41, 0.97, -7.72], [-0.30, -0.30, -7.17], [-1.15, 2.42, -4.29], [-2.75, 1.98, -4.89], [-1.60, 2.84, -5.96], [2.38, 1.11, 4.24], [3.48, 1.46, 4.63], [2.15, 0.10, 3.39], [0.81, -0.26, 2.96], [3.28, -0.65, 2.88], [1.46, 1.62, 4.56], [0.60, -1.30, 3.25], [0.72, -0.18, 1.88], [0.07, 0.39, 3.42], [3.83, -1.10, 3.71], [3.96, 0.01, 2.35], [2.93, -1.43, 2.21], [7.96, 1.04, 2.52], [8.87, 0.50, 1.92], [7.81, 1.02, 3.86], [6.70, 1.68, 4.53], [8.79, 0.31, 4.65], [7.16, 1.61, 2.01], [7.09, 2.44, 5.22], [6.11, 0.95, 5.09], [6.05, 2.16, 3.81], [9.78, 0.73, 4.49], [8.82, -0.74, 4.36], [8.53, 0.38, 5.70]],
  "total_charge": -1,
  "homo_energy_ha": -0.194,
  "orbital_gap_ha": 0.2747
}


{
  "formula": "C13H12N3O3PdS",
  "method": "ωB97M-V/def2-TZVPD",
  "symbols": ["Pd", "N", "C", "C", "O", "N", "C", "C", "O", "O", "H", "H", "H", "H", "H", "H", "S", "C", "C", "C", "C", "C", "C", "C", "C", "C", "N", "H", "H", "H", "H", "H", "H"],
  "coordinates": [[-0.91, -0.22, 1.27], [1.94, 0.62, 0.14], [2.52, 0.44, 1.47], [1.63, 0.38, 2.72], [2.21, 0.10, 3.78], [0.35, 0.76, 2.59], [-0.46, 0.66, 3.80], [-1.53, -0.45, 3.61], [-2.69, -0.26, 3.96], [-1.07, -1.51, 3.00], [1.36, -0.18, -0.09], [1.29, 1.40, 0.18], [3.21, 1.26, 1.66], [3.13, -0.47, 1.48], [-0.99, 1.60, 3.95], [0.09, 0.42, 4.71], [-3.41, 1.72, -1.79], [-2.28, 2.91, -1.29], [-1.37, 2.42, -0.39], [-1.57, 1.03, -0.09], [-2.66, 0.55, -0.78], [-3.02, -0.83, -0.58], [-4.16, -1.49, -1.05], [-4.34, -2.82, -0.72], [-3.39, -3.48, 0.06], [-2.30, -2.76, 0.51], [-2.11, -1.48, 0.17], [-2.34, 3.91, -1.68], [-0.58, 3.02, 0.04], [-4.89, -0.95, -1.63], [-5.22, -3.35, -1.06], [-3.51, -4.51, 0.34], [-1.56, -3.19, 1.16]],
  "relative_energy_kcal_mol": 4.25,
  "total_charge": -1,
  "homo_energy_ha": -0.169,
  "orbital_gap_ha": 0.2592
}


{
  "formula": "C8H10O3Si",
  "method": "ωB97M-V/def2-TZVPD",
  "symbols": ["C", "C", "C", "C", "Si", "C", "O", "O", "C", "O", "C", "C", "H", "H", "H", "H", "H", "H", "H", "H", "H", "H"],
  "coordinates": [[2.05, -0.77, -0.67], [1.59, -1.03, 0.54], [0.62, -0.23, 1.31], [-0.08, 0.86, 0.96], [-1.11, 1.82, 2.25], [0.03, 1.58, -0.35], [0.72, 2.54, -0.59], [-0.80, 1.03, -1.31], [-1.62, -0.10, -1.01], [-2.62, 0.12, -0.38], [-1.04, -1.37, -1.43], [0.01, -1.42, -2.34], [1.74, 0.06, -1.17], [2.57, -1.51, -1.20], [1.91, -1.89, 1.03], [0.60, -0.49, 2.35], [-2.53, 1.36, 2.07], [-0.57, 3.19, 2.36], [-0.79, 1.32, 3.63], [-1.46, -2.27, -0.92], [0.35, -0.45, -2.55], [0.43, -2.34, -2.56]],
  "relative_energy_kcal_mol": 0.00,
  "total_charge": 0,
  "smiles": "C=C/C=C(/[SiH3])C(=O)OC(=O)C=C",
  "homo_energy_ha": -0.345,
  "orbital_gap_ha": 0.3231
}


{
  "formula": "C45H63Cl4GeN7O4SSi4Sn",
  "method": "ωB97M-V/def2-TZVPD",
  "symbols": ["Sn", "O", "C", "O", "C", "C", "Cl", "N", "N", "C", "C", "O", "O", "C", "C", "C", "C", "C", "C", "H", "H", "H", "H", "H", "H", "N", "C", "C", "C", "C", "C", "C", "C", "C", "C", "C", "C", "C", "N", "C", "C", "C", "C", "N", "H", "H", "H", "H", "H", "H", "H", "H", "H", "H", "Cl", "Si", "Cl", "Cl", "C", "C", "C", "C", "N", "C", "S", "N", "C", "C", "C", "C", "H", "H", "H", "H", "H", "H", "H", "H", "H", "H", "H", "H", "H", "H", "H", "H", "H", "H", "H", "H", "C", "Si", "C", "C", "Ge", "Si", "C", "C", "C", "Si", "C", "C", "C", "H", "H", "H", "H", "H", "H", "H", "H", "H", "H", "H", "H", "H", "H", "H", "H", "H", "H", "H", "H", "H", "H", "H", "H", "H", "H", "H"],
  "coordinates": [[0.17, -1.35, 0.27], [0.71, 4.16, 1.91], [0.39, 3.66, 3.09], [0.57, 4.28, 4.11], [-0.21, 2.29, 3.11], [-0.41, 1.53, 4.25], [-0.01, 1.93, 5.84], [-1.03, 0.37, 3.87], [-1.27, 0.36, 2.55], [-0.78, 1.50, 2.08], [-0.86, 1.75, 0.60], [-0.11, 2.55, 0.07], [-1.70, 1.01, -0.08], [-1.52, -0.74, 4.66], [-2.56, -1.49, 4.12], [-3.02, -2.61, 4.79], [-2.46, -2.99, 6.00], [-1.43, -2.23, 6.54], [-0.95, -1.11, 5.87], [0.49, 3.54, 1.18], [-2.99, -1.18, 3.18], [-3.83, -3.20, 4.36], [-2.81, -3.88, 6.51], [-0.98, -2.51, 7.48], [-0.13, -0.56, 6.29], [9.92, -3.37, 3.68], [8.88, -3.08, 3.27], [7.57, -2.73, 2.76], [6.69, -3.74, 2.39], [5.41, -3.41, 1.97], [5.01, -2.07, 1.89], [5.92, -1.07, 2.22], [7.19, -1.40, 2.66], [3.60, -1.75, 1.51], [3.41, -0.99, 0.36], [4.41, -0.42, -0.46], [3.77, 0.34, -1.43], [2.40, 0.20, -1.20], [2.16, -0.60, -0.15], [2.58, -2.23, 2.34], [2.73, -2.85, 3.61], [1.46, -3.17, 4.06], [0.57, -2.76, 3.06], [1.22, -2.17, 2.04], [7.00, -4.77, 2.45], [4.71, -4.19, 1.68], [5.62, -0.03, 2.16], [7.89, -0.61, 2.94], [5.47, -0.56, -0.34], [4.23, 0.93, -2.21], [1.59, 0.66, -1.75], [3.66, -3.01, 4.13], [1.19, -3.67, 4.98], [-0.51, -2.87, 3.04], [-1.14, -5.03, -1.67], [0.07, -4.17, -0.27], [-0.20, -5.26, 1.44], [2.04, -4.40, -0.81], [1.20, -3.45, -7.37], [1.73, -4.47, -6.35], [1.52, -4.08, -4.88], [2.31, -2.87, -4.40], [1.72, -1.57, -4.76], [0.78, -0.91, -4.08], [0.01, -1.47, -2.65], [0.41, 0.30, -4.55], [0.53, 0.73, -5.95], [-0.53, 0.09, -6.83], [-0.48, 0.59, -8.28], [0.77, 0.13, -9.03], [1.26, -3.86, -8.38], [1.77, -2.52, -7.35], [0.15, -3.22, -7.16], [2.80, -4.63, -6.52], [1.23, -5.43, -6.52], [1.82, -4.93, -4.26], [0.46, -3.91, -4.68], [3.31, -2.89, -4.85], [2.42, -2.89, -3.32], [2.07, -1.13, -5.59], [-0.34, 0.71, -4.02], [1.53, 0.51, -6.32], [0.42, 1.81, -5.95], [-1.52, 0.31, -6.41], [-0.41, -1.00, -6.81], [-0.53, 1.68, -8.29], [-1.36, 0.22, -8.80], [1.68, 0.58, -8.63], [0.71, 0.41, -10.08], [0.87, -0.96, -8.99], [-5.97, 3.07, 1.36], [-4.26, 2.57, 1.94], [-3.10, 4.05, 2.00], [-4.44, 1.78, 3.62], [-3.69, 1.06, 0.11], [-3.77, 2.27, -2.00], [-5.52, 2.79, -2.41], [-2.66, 3.77, -1.89], [-3.12, 1.09, -3.31], [-4.52, -1.20, -0.23], [-6.34, -0.74, -0.16], [-4.13, -2.41, 1.16], [-4.14, -2.00, -1.87], [-6.51, 3.60, 2.16], [-6.57, 2.20, 1.08], [-5.92, 3.74, 0.49], [-2.75, 4.21, 3.02], [-3.62, 4.95, 1.67], [-2.22, 3.93, 1.36], [-5.10, 2.40, 4.23], [-3.48, 1.70, 4.14], [-4.88, 0.78, 3.55], [-5.95, 3.43, -1.62], [-6.18, 1.92, -2.53], [-5.54, 3.36, -3.35], [-3.04, 4.51, -1.18], [-2.59, 4.25, -2.88], [-1.65, 3.49, -1.58], [-3.94, 0.55, -3.80], [-2.45, 0.35, -2.86], [-2.57, 1.65, -4.08], [-6.61, -0.36, 0.83], [-6.99, -1.59, -0.39], [-6.56, 0.05, -0.89], [-4.59, -2.09, 2.09], [-3.05, -2.52, 1.32], [-4.53, -3.39, 0.90], [-4.65, -1.49, -2.69], [-4.48, -3.04, -1.84], [-3.07, -2.01, -2.09]],
  "relative_energy_kcal_mol": 15.40,
  "multiplicity": 2,
  "total_charge": 1,
  "homo_energy_ha": [-0.383, -0.383],
  "orbital_gap_ha": [0.2472, 0.1919],
  "s2": 0.764
}


{
  "formula": "C11H8AsF3N2O4S7Tc",
  "method": "ωB97M-V/def2-TZVPD",
  "symbols": ["Tc", "F", "C", "F", "F", "C", "C", "C", "C", "N", "C", "S", "H", "H", "H", "S", "As", "S", "S", "S", "O", "N", "C", "C", "C", "C", "C", "H", "H", "H", "H", "H", "O", "S", "O", "O", "S"],
  "coordinates": [[0.47, 1.52, -0.80], [-3.63, -0.71, 2.06], [-2.59, -1.53, 2.27], [-2.64, -2.45, 1.30], [-2.75, -2.08, 3.51], [-1.28, -0.85, 2.24], [-0.39, -0.95, 3.29], [0.74, -0.15, 3.29], [1.00, 0.65, 2.22], [0.23, 0.63, 1.12], [-0.93, -0.06, 1.11], [-1.73, 0.27, -0.42], [-0.63, -1.61, 4.13], [1.45, -0.11, 4.13], [1.85, 1.27, 2.12], [1.86, 5.52, -0.16], [3.28, 4.04, -0.46], [2.63, 1.63, -0.29], [1.42, 4.33, -3.41], [3.20, 3.68, -2.74], [1.04, -0.07, -2.05], [0.68, -1.35, -1.73], [-0.02, -2.08, -2.61], [-0.42, -3.39, -2.27], [0.01, -3.99, -1.10], [0.79, -3.20, -0.23], [1.13, -1.88, -0.58], [-0.27, -1.45, -3.42], [-0.97, -3.98, -2.99], [-0.26, -5.00, -0.83], [1.12, -3.49, 0.78], [1.61, -1.13, 0.01], [-1.43, 5.15, -1.51], [-1.37, 3.74, -1.38], [-2.58, 3.02, -1.61], [-0.63, 3.19, -0.15], [0.02, 2.85, -2.85]],
  "relative_energy_kcal_mol": 16.55,
  "multiplicity": 2,
  "total_charge": 0,
  "homo_energy_ha": [-0.302, -0.310],
  "orbital_gap_ha": [0.1992, 0.2496],
  "s2": 1.205
}


{
  "formula": "C3H5N4",
  "method": "ωB97M-V/def2-TZVPD",
  "symbols": ["C", "C", "C", "N", "N", "N", "N", "H", "H", "H", "H", "H"],
  "coordinates": [[1.47, 2.33, 0.71], [1.32, 1.38, -0.26], [-0.28, -1.75, -0.18], [1.15, 0.00, -0.92], [0.01, 1.72, 0.22], [-0.44, 0.42, 0.63], [0.18, -0.43, -0.27], [-0.80, -1.89, 0.76], [0.35, -2.58, -0.41], [-1.01, -1.71, -0.96], [-0.58, 2.27, -0.39], [-1.36, 0.26, 1.07]],
  "relative_energy_kcal_mol": 205.92,
  "total_charge": 1,
  "homo_energy_ha": [-0.547, -0.547],
  "orbital_gap_ha": [0.3168, 0.3168]
}


{
  "formula": "C5H3O6Tm",
  "method": "ωB97M-V/def2-TZVPD",
  "symbols": ["O", "C", "Tm", "C", "O", "C", "O", "C", "O", "C", "O", "H", "O", "H", "H"],
  "coordinates": [[5.29, -1.55, -2.57], [4.21, -1.18, -2.48], [0.37, 0.04, 0.54], [-1.86, 0.53, 0.79], [-2.95, 0.90, 0.91], [-1.14, 1.81, -2.37], [-1.76, 1.50, -3.34], [-1.28, -1.17, -0.82], [-2.12, -1.71, -1.41], [-0.47, 1.62, -1.24], [0.08, 2.44, -0.41], [0.64, -1.76, 0.84], [0.36, 0.07, 2.89], [1.01, -0.32, 3.50], [-0.44, 0.28, 3.42]],
  "relative_energy_kcal_mol": 52.55,
  "multiplicity": 3,
  "total_charge": 2,
  "homo_energy_ha": [-0.657, -0.659],
  "orbital_gap_ha": [0.2221, 0.2244],
  "s2": 2.003
}


{
  "formula": "C29H46CrP2S",
  "method": "ωB97M-V/def2-TZVPD",
  "symbols": ["Cr", "C", "C", "C", "C", "C", "C", "H", "H", "H", "C", "H", "H", "H", "C", "H", "H", "H", "C", "H", "H", "H", "C", "H", "H", "H", "C", "C", "C", "C", "C", "C", "C", "C", "H", "H", "H", "H", "H", "H", "H", "H", "H", "H", "H", "H", "P", "C", "C", "P", "C", "C", "C", "H", "H", "H", "H", "H", "H", "H", "H", "H", "H", "H", "H", "H", "H", "S", "C", "C", "C", "C", "C", "C", "H", "H", "H", "H", "H"],
  "coordinates": [[0.23, -0.58, 1.25], [-0.70, -2.28, 2.18], [0.61, -2.64, 1.69], [0.87, -1.05, 3.37], [-0.53, -1.30, 3.22], [1.57, -1.84, 2.40], [-1.99, -2.95, 1.85], [-1.96, -3.42, 0.86], [-2.83, -2.24, 1.88], [-2.21, -3.74, 2.58], [-1.61, -0.81, 4.12], [-2.58, -1.24, 3.84], [-1.69, 0.29, 4.07], [-1.42, -1.08, 5.17], [1.52, -0.29, 4.48], [1.50, -0.86, 5.42], [1.00, 0.66, 4.65], [2.56, -0.07, 4.24], [3.06, -1.97, 2.33], [3.42, -2.68, 3.09], [3.55, -1.01, 2.52], [3.38, -2.35, 1.35], [0.94, -3.79, 0.81], [1.15, -4.67, 1.43], [1.84, -3.60, 0.21], [0.11, -4.05, 0.14], [-1.28, 0.75, -3.91], [-1.48, -0.57, -4.09], [-0.81, -1.41, -5.14], [0.67, -1.04, -5.42], [1.46, -0.60, -4.23], [1.69, 0.69, -3.91], [0.97, 1.86, -4.51], [-0.53, 1.62, -4.87], [-1.36, -1.33, -6.09], [0.72, -0.29, -6.22], [-0.86, -2.47, -4.86], [-0.61, 1.23, -5.89], [-1.83, 1.30, -3.14], [-2.37, -1.03, -3.65], [-1.03, 2.60, -4.87], [1.02, 2.72, -3.82], [2.54, 0.98, -3.29], [1.48, 2.19, -5.43], [1.16, -1.94, -5.82], [1.97, -1.42, -3.73], [-1.17, -0.08, -0.52], [-2.66, 0.90, -0.57], [-1.35, -1.73, -1.24], [1.83, 0.32, -0.38], [0.28, 0.69, -1.35], [2.78, -0.98, -1.20], [2.88, 1.78, -0.28], [-2.60, 1.68, 0.21], [-3.51, 0.25, -0.34], [-2.81, 1.37, -1.54], [-1.15, -1.71, -2.32], [-2.37, -2.08, -1.06], [-0.64, -2.44, -0.79], [3.04, 2.21, -1.28], [3.84, 1.48, 0.15], [2.43, 2.54, 0.38], [0.15, 1.77, -1.50], [0.32, 0.20, -2.33], [3.73, -1.09, -0.67], [2.97, -0.73, -2.25], [2.25, -1.94, -1.15], [0.09, 1.88, 1.72], [-0.90, 2.81, 2.82], [-0.88, 2.61, 4.22], [-1.65, 3.41, 5.06], [-2.43, 4.44, 4.55], [-2.45, 4.66, 3.16], [-1.70, 3.86, 2.31], [-0.24, 1.83, 4.64], [-1.63, 3.21, 6.14], [-3.02, 5.07, 5.22], [-3.05, 5.47, 2.74], [-1.69, 4.03, 1.23]],
  "multiplicity": 4,
  "total_charge": 1,
  "homo_energy_ha": [-0.363, -0.367],
  "orbital_gap_ha": [0.2622, 0.2721],
  "s2": 3.870
}


> Which formula does entry 3 have?

C8H10O3Si


Copy entry 5 word for word.
{
  "formula": "C11H8AsF3N2O4S7Tc",
  "method": "ωB97M-V/def2-TZVPD",
  "symbols": ["Tc", "F", "C", "F", "F", "C", "C", "C", "C", "N", "C", "S", "H", "H", "H", "S", "As", "S", "S", "S", "O", "N", "C", "C", "C", "C", "C", "H", "H", "H", "H", "H", "O", "S", "O", "O", "S"],
  "coordinates": [[0.47, 1.52, -0.80], [-3.63, -0.71, 2.06], [-2.59, -1.53, 2.27], [-2.64, -2.45, 1.30], [-2.75, -2.08, 3.51], [-1.28, -0.85, 2.24], [-0.39, -0.95, 3.29], [0.74, -0.15, 3.29], [1.00, 0.65, 2.22], [0.23, 0.63, 1.12], [-0.93, -0.06, 1.11], [-1.73, 0.27, -0.42], [-0.63, -1.61, 4.13], [1.45, -0.11, 4.13], [1.85, 1.27, 2.12], [1.86, 5.52, -0.16], [3.28, 4.04, -0.46], [2.63, 1.63, -0.29], [1.42, 4.33, -3.41], [3.20, 3.68, -2.74], [1.04, -0.07, -2.05], [0.68, -1.35, -1.73], [-0.02, -2.08, -2.61], [-0.42, -3.39, -2.27], [0.01, -3.99, -1.10], [0.79, -3.20, -0.23], [1.13, -1.88, -0.58], [-0.27, -1.45, -3.42], [-0.97, -3.98, -2.99], [-0.26, -5.00, -0.83], [1.12, -3.49, 0.78], [1.61, -1.13, 0.01], [-1.43, 5.15, -1.51], [-1.37, 3.74, -1.38], [-2.58, 3.02, -1.61], [-0.63, 3.19, -0.15], [0.02, 2.85, -2.85]],
  "relative_energy_kcal_mol": 16.55,
  "multiplicity": 2,
  "total_charge": 0,
  "homo_energy_ha": [-0.302, -0.310],
  "orbital_gap_ha": [0.1992, 0.2496],
  "s2": 1.205
}